Molecular formula: C8H11Co
Method: DFT, ωB97M-V/def2-TZVPD

Cartesian coordinates (Å):
Co  -8.31627  0.39643  -1.35114
C  -10.50061  -0.38849  1.06938
C  -10.21006  -0.15062  -0.33752
C  -9.92209  -1.20959  -1.19157
C  -9.79834  -0.94350  -2.56044
C  -9.76709  0.38250  -3.00003
C  -10.08681  1.43361  -2.17119
C  -10.39406  1.16666  -0.85055
H  -11.55131  -0.32624  1.30828
H  -9.98077  0.28096  1.77556
H  -10.20510  -1.40485  1.30766
H  -9.67987  -2.18932  -0.75976
H  -9.41573  -1.71054  -3.32386
H  -9.47760  0.57406  -4.03256
H  -10.04997  2.50160  -2.47964
H  -10.56342  2.00860  -0.15187
C  -6.72385  -0.33090  -0.24408
H  -6.70743  0.22014  0.74250
H  -5.74460  -0.17376  -0.59070
H  -6.71879  -1.33483  0.11288

The gap between HOMO and LUMO (alpha / beta) is 10.6 / 7.0 eV. As for the net charge: +2. The expectation value of S² is 6.01. The HOMO energy (alpha / beta) comes out at -0.7071 / -0.7377 Eh. Its spin multiplicity is 5.

***

Molecular formula: C8H15I2N4S
Method: DFT, ωB97M-V/def2-TZVPD

Cartesian coordinates (Å):
C  1.13869  3.04196  0.32119
C  2.14701  2.39251  -0.62615
I  3.77240  3.69921  -1.09270
C  2.71247  1.04810  -0.15955
I  3.68941  1.23973  1.72574
N  1.63744  0.01176  -0.11061
N  0.45967  0.18608  -0.76433
C  -0.29100  -0.90462  -0.57575
C  -1.65484  -1.07329  -1.15214
C  -2.56968  -1.96247  -0.28373
C  -3.87892  -1.27220  0.11722
S  -3.82399  -0.45150  1.74071
N  0.36827  -1.77553  0.18025
C  1.55082  -1.21578  0.45492
N  2.56438  -1.79973  1.14653
H  1.62214  3.73424  1.00709
H  0.39498  3.60608  -0.24270
H  0.62423  2.29313  0.93101
H  1.72503  2.24494  -1.62456
H  3.44989  0.69621  -0.87823
H  0.22240  1.02727  -1.26667
H  -1.52896  -1.50361  -2.14925
H  -2.09369  -0.08255  -1.30092
H  -2.02842  -2.25536  0.61523
H  -2.79853  -2.87713  -0.83116
H  -4.14222  -0.48708  -0.59454
H  -4.70292  -1.98149  0.11035
H  -4.36985  -1.44760  2.44639
H  2.73597  -1.55786  2.10638
H  3.06779  -2.57342  0.74999

The gap between HOMO and LUMO is 8.3 eV. As for the net charge: +1. The HOMO energy comes out at -0.4317 Eh. As for the energy above the lowest of the compared OMol25 structures with the same formula, charge and spin: 0.0 kcal per mole.

***

Molecular formula: C28H23Br2N10O3SSn
Method: DFT, ωB97M-V/def2-TZVPD

Cartesian coordinates (Å):
Sn  0.05830  -0.94201  -0.93522
C  -4.00578  0.42146  -0.37882
C  -2.53771  0.38534  -0.70626
N  -1.88625  -0.58837  -1.27392
N  -2.60844  -1.71319  -1.53356
C  -2.01520  -2.48779  -2.44910
N  -2.63551  -3.62498  -2.81607
S  -0.59669  -1.94524  -3.06610
C  -1.65753  1.48937  -0.36254
C  -1.99593  2.75711  0.07751
C  -0.94962  3.63789  0.33912
C  0.36456  3.21627  0.14785
C  0.58297  1.92179  -0.29947
N  -0.40788  1.04492  -0.55533
H  -4.58456  0.31734  -1.30152
H  -4.31110  1.34602  0.11146
H  -4.24875  -0.40633  0.29437
H  -3.59496  -1.78792  -1.33708
H  -3.23718  -4.08854  -2.15090
H  -2.10395  -4.23387  -3.42751
H  -3.02078  3.07584  0.20695
H  -1.15366  4.64784  0.68397
H  1.20045  3.88073  0.33836
H  1.58704  1.54382  -0.47014
Br  2.42795  -5.00918  -2.91799
C  2.63362  -3.14422  -3.28748
C  3.56682  -2.72034  -4.24870
C  3.73673  -1.35270  -4.53851
Br  5.02856  -0.85076  -5.86150
C  2.96142  -0.39552  -3.85659
C  3.05515  1.07378  -4.08003
C  2.26606  1.90987  -3.37364
C  1.30295  1.37520  -2.37309
N  1.18775  0.19506  -2.15412
C  2.03329  -0.82529  -2.89987
C  1.85761  -2.19860  -2.60385
O  0.86542  -2.61183  -1.58522
H  4.16294  -3.45581  -4.77311
H  3.75039  1.48394  -4.80453
H  2.32965  2.98272  -3.53206
H  0.66908  2.03461  -1.80456
O  -1.00363  1.72603  6.62491
C  -0.56040  2.84308  5.89509
N  0.27479  2.33297  4.85566
C  -0.24651  1.96418  3.63636
O  -1.43679  2.07134  3.36334
C  0.69377  1.37341  2.65332
C  2.07966  1.54413  2.70693
C  2.88095  0.94985  1.73194
C  2.26833  0.21056  0.73225
N  0.93280  0.03603  0.64302
C  0.17458  0.62699  1.60135
H  -1.56038  1.23357  5.99569
H  0.03995  3.48587  6.54359
H  -1.41355  3.40252  5.50063
H  1.17935  1.99258  5.14340
H  2.55029  2.14912  3.47461
H  3.95941  1.06721  1.74570
H  2.85153  -0.26970  -0.04892
H  -0.89653  0.47136  1.49323
N  -1.03619  -2.14819  0.25510
C  -1.50004  -2.73331  1.14275
C  -2.06523  -3.44628  2.22451
C  -3.15468  -2.89875  2.93967
N  -4.04852  -2.44941  3.52653
C  -1.54116  -4.70682  2.59107
N  -1.11111  -5.74115  2.89186
H  1.61211  -1.44561  -0.30481

The gap between HOMO and LUMO (alpha / beta) is 4.0 / 3.9 eV. As for the net charge: -1. The HOMO energy (alpha / beta) comes out at -0.0782 / -0.0761 Eh. As for the energy above the lowest of the compared OMol25 structures with the same formula, charge and spin: 70.1 kcal per mole.

***

Molecular formula: C22H38O3P2SV
Method: DFT, ωB97M-V/def2-TZVPD

Cartesian coordinates (Å):
P  1.78053  0.83718  -1.63535
P  0.08728  -2.37093  -0.27977
C  2.38901  -0.89339  -1.70702
C  1.27775  -2.03546  -1.84669
H  3.35885  -1.01153  -1.09942
H  2.90342  -0.90979  -2.75218
H  0.57930  -1.62458  -2.57039
H  1.70753  -2.89288  -2.37833
C  1.33754  -3.74691  0.36032
H  0.75991  -4.37521  1.07068
H  2.19016  -3.40971  1.17829
H  1.87921  -4.32798  -0.45646
C  -1.02283  -3.69400  -1.09513
H  -0.56439  -4.69202  -0.96876
H  -1.09473  -3.40131  -2.15053
H  -1.97421  -3.49894  -0.56539
C  2.77743  2.03034  -0.64588
H  2.22604  2.94242  -0.80127
H  3.82052  1.94875  -1.05458
H  2.58457  1.72183  0.38378
C  2.06527  1.13487  -3.43707
H  1.31919  0.46518  -3.96430
H  3.16007  0.86515  -3.58478
H  1.80349  2.20484  -3.50196
V  3.15450  -2.36783  0.07908
C  3.93109  -4.05058  -1.52466
C  4.33223  -3.95838  -0.21697
C  5.77827  -3.68259  0.13680
C  6.29825  -2.48467  -0.67174
C  5.21448  -1.53339  -1.08727
C  4.92574  -1.44976  -2.44369
C  5.05938  -2.63703  -3.33409
C  4.87046  -4.00906  -2.69199
C  0.20086  1.27805  -0.91958
H  2.98587  -4.61957  -1.68445
H  3.81628  -4.50434  0.62166
H  6.53321  -4.49234  0.01596
H  5.72019  -3.36500  1.19137
H  7.04658  -1.96653  -0.03784
H  6.94108  -2.89227  -1.49395
H  5.08116  -0.67026  -0.39369
H  4.89657  -0.49295  -3.01421
H  6.04309  -2.70434  -3.84634
H  4.32288  -2.56141  -4.15277
H  4.46246  -4.66304  -3.48164
H  5.85893  -4.47244  -2.49912
H  0.07347  0.41462  -0.32037
H  -0.52804  1.75725  -1.58067
H  0.44897  2.07918  -0.24391
C  -5.52560  2.07746  2.14828
C  -4.17577  1.45040  2.18381
C  -2.98840  2.21861  2.43002
C  -1.72928  1.61361  2.48630
C  -1.62393  0.21778  2.31784
C  -2.77605  -0.54944  2.11834
C  -4.01832  0.04087  2.06807
S  -0.11095  -0.71281  2.65221
O  -0.15618  -0.82378  4.09289
O  -0.40452  -2.03955  1.96041
O  0.97551  -0.12549  1.78688
H  -5.71721  2.65271  3.07833
H  -5.57506  2.73129  1.25822
H  -6.29489  1.27519  2.04494
H  -3.10499  3.28197  2.66198
H  -0.79539  2.20548  2.61595
H  -2.66214  -1.61611  1.93448
H  -4.86626  -0.63072  2.01700

The gap between HOMO and LUMO (alpha / beta) is 5.2 / 5.5 eV. The expectation value of S² is 4.18. The HOMO energy (alpha / beta) comes out at -0.1887 / -0.2019 Eh. Its spin multiplicity is 4.

***

Molecular formula: C22H37F7I2N5O5S
Method: DFT, ωB97M-V/def2-TZVPD

Cartesian coordinates (Å):
C  3.02087  4.31654  2.47391
C  2.61435  3.65365  1.16571
C  1.89313  4.58416  0.21028
C  1.76501  4.03888  -1.21780
C  0.47524  3.21611  -1.44348
C  0.61379  1.95463  -2.32435
C  -0.13682  0.66408  -1.91944
C  0.52053  -0.22428  -0.87313
N  1.83056  -0.77312  -1.17550
C  2.00157  -1.22547  -2.58238
C  2.16841  -2.70559  -2.72823
O  2.02725  -0.45907  -3.50400
C  3.02912  -0.05728  -0.68634
C  3.45034  -0.39937  0.69894
O  3.68953  0.60447  -1.44302
O  0.56269  0.43002  0.36101
C  -0.31819  -0.05247  1.34564
S  -1.45109  1.20799  2.04347
O  -0.65678  2.37384  2.28414
O  -2.12179  0.52549  3.10565
C  -2.74385  1.71520  0.78825
F  -2.21181  2.64249  0.00262
F  -3.09433  0.64838  0.01835
C  -4.02310  2.30495  1.48611
F  -4.55296  3.17228  0.60198
F  -3.66563  2.96678  2.58999
C  -5.13480  1.25169  1.80982
F  -5.87725  1.70719  2.80505
F  -5.89468  1.05245  0.74057
F  -4.60593  0.07826  2.15972
C  -0.98338  -1.32571  0.81181
C  -0.96130  -2.59435  1.69732
I  -2.87615  -2.79441  2.67548
C  0.16112  -2.64297  2.73676
C  1.54818  -2.54469  2.08447
I  0.03222  -4.46627  3.85734
N  -0.36246  -1.50401  -0.54971
C  -1.26540  -1.91433  -1.67111
C  -1.74824  -3.36732  -1.71275
N  -0.61602  -4.26129  -1.50497
N  -2.23174  -3.46439  -3.08556
N  -2.86526  -3.65168  -0.83412
H  3.27443  3.56220  3.21950
H  2.20906  4.90991  2.88685
H  3.90133  4.94066  2.34793
H  3.49071  3.22099  0.68508
H  1.94766  2.82097  1.39694
H  0.89530  4.76318  0.61295
H  2.39347  5.55230  0.20317
H  1.74509  4.89392  -1.88889
H  2.64018  3.44514  -1.46980
H  -0.21114  3.87804  -1.96856
H  0.01491  3.01401  -0.48773
H  0.17319  2.19639  -3.28938
H  1.65075  1.74562  -2.54247
H  -0.30977  0.10444  -2.83132
H  -1.12064  0.93356  -1.54277
H  3.00631  -2.87091  -3.39921
H  2.39455  -3.17837  -1.77772
H  1.26588  -3.15257  -3.13402
H  4.41592  0.06116  0.87049
H  2.73916  -0.04227  1.43255
H  3.55355  -1.47888  0.78746
H  0.32067  -0.19061  2.21896
H  -2.02786  -1.12195  0.60708
H  -0.88661  -3.48089  1.07865
H  0.01318  -1.84094  3.45121
H  1.48798  -2.33218  1.01725
H  2.09717  -1.71162  2.51973
H  2.15350  -3.42781  2.23869
H  0.34578  -2.23962  -0.46296
H  -0.71995  -1.73905  -2.58924
H  -2.12991  -1.25690  -1.68608
H  -0.84735  -5.17612  -1.87026
H  -0.36966  -4.37767  -0.52905
H  -1.50264  -3.77319  -3.71823
H  -2.99017  -4.13225  -3.11442
H  -2.67411  -4.34308  -0.12892
H  -3.34481  -2.85704  -0.44196

The gap between HOMO and LUMO is 9.0 eV. As for the net charge: +1. The HOMO energy comes out at -0.4420 Eh.

***

| no. | E_tot (a.u.) |
| --- | --- |
| 1 | -1693.3694 |
| 2 | -1526.1766 |
| 3 | -7614.1225 |
| 4 | -3111.2722 |
| 5 | -3202.8169 |